[1]
{
  "formula": "C5H4N2",
  "method": "wB97M-V/def2-TZVPD",
  "species": ["C", "C", "C", "C", "N", "N", "C", "H", "H", "H", "H"],
  "xyz": [[-1.49431, -0.75691, 1.59648], [-0.67305, -0.63255, 0.60048], [0.18456, -0.20071, -0.29820], [1.55639, 0.22888, -0.03266], [1.99050, 0.97235, -0.98881], [0.98260, 1.06921, -1.98834], [-0.04878, 0.39642, -1.61126], [-1.93121, -1.65668, 2.01208], [2.12333, 0.03422, 0.87088], [-1.73326, 0.20397, 2.04051], [-0.95678, 0.34181, -2.20116]],
  "forces_ev_per_angstrom": [[0.1, 0.1, -0.2], [-0.1, 0.2, 0.1], [-0.1, 0.1, 0.1], [0.1, 0.1, -0.1], [0.0, -0.2, 0.2], [-0.3, -0.2, 0.0], [0.1, 0.1, -0.1], [0.2, 0.0, -0.2], [0.0, 0.0, -0.2], [-0.3, -0.1, 0.2], [0.1, 0.0, 0.1]],
  "smiles": "C=C=C1C=NN=C1",
  "spin_multiplicity": 1,
  "max_force_ev_per_a": 0.4,
  "homo_lumo_gap_ev": 9.336,
  "homo_ev": -9.939,
  "charge": 0,
  "de_lowest_kcal_mol": 65.7
}

=====

[2]
{
  "formula": "C5H4N2",
  "method": "wB97M-V/def2-TZVPD",
  "species": ["C", "C", "C", "C", "C", "N", "N", "H", "H", "H", "H"],
  "xyz": [[3.15351, 0.54689, 0.34189], [1.92127, 0.31722, 0.45220], [0.53774, 0.10717, 0.11920], [-0.25800, -1.07610, -0.11370], [-1.57466, -0.65780, -0.14120], [-1.67271, 0.66214, 0.12626], [-0.46083, 1.09158, 0.29830], [0.95211, 0.22575, -0.94423], [0.15682, -2.05355, -0.31580], [-2.46908, -1.22185, -0.36621], [-0.28617, 2.05855, 0.54329]],
  "forces_ev_per_angstrom": [[-0.9, -0.2, 0.1], [0.8, 0.1, 0.2], [-0.2, 0.0, 0.1], [0.0, 0.1, -0.1], [0.0, -0.1, 0.0], [0.3, -0.1, 0.0], [-0.1, 0.1, 0.0], [-0.1, 0.0, -0.2], [-0.1, 0.1, 0.0], [0.1, 0.1, 0.1], [0.0, -0.1, -0.1]],
  "spin_multiplicity": 1,
  "max_force_ev_per_a": 0.9,
  "homo_lumo_gap_ev": [6.845, 6.847],
  "homo_ev": [-8.577, -8.579],
  "charge": 0,
  "de_lowest_kcal_mol": 150.1
}

=====

[3]
{
  "formula": "C5H4N2",
  "method": "wB97M-V/def2-TZVPD",
  "species": ["C", "C", "C", "C", "C", "N", "N", "H", "H", "H", "H"],
  "xyz": [[2.79572, -0.23982, 0.02650], [1.60400, -0.32454, 0.15729], [0.19474, -0.19090, 0.17820], [-0.81126, -0.84973, -0.49647], [-1.94576, -0.04263, -0.29222], [-1.67407, 1.02143, 0.45506], [-0.37718, 0.90960, 0.73314], [3.77254, 0.03274, -0.27704], [-0.70917, -1.75921, -1.07006], [-2.94540, -0.18182, -0.67868], [0.09584, 1.62488, 1.26427]],
  "forces_ev_per_angstrom": [[-0.5, 0.2, -0.1], [0.5, 0.1, -0.1], [-0.2, 0.1, -0.1], [0.0, 0.0, 0.0], [-0.2, 0.0, 0.0], [0.0, -0.2, -0.1], [0.1, 0.0, 0.1], [0.4, -0.3, 0.2], [-0.1, 0.2, 0.1], [0.1, 0.0, 0.1], [-0.1, -0.1, -0.1]],
  "smiles": "C#Cc1ccn[nH]1",
  "spin_multiplicity": 1,
  "max_force_ev_per_a": 0.6,
  "homo_lumo_gap_ev": 10.046,
  "homo_ev": -9.076,
  "charge": 0,
  "de_lowest_kcal_mol": 45.6
}

=====

[4]
{
  "formula": "C5H4N2",
  "method": "wB97M-V/def2-TZVPD",
  "species": ["C", "C", "C", "N", "C", "C", "N", "H", "H", "H", "H"],
  "xyz": [[-2.55233, -0.68802, 0.30970], [-1.50501, -0.41686, -0.22942], [-0.27382, -0.08038, -0.84896], [0.40513, 1.05602, -0.57073], [1.57331, 0.47763, -0.10294], [1.57481, -0.36634, 1.04184], [1.61502, -1.03041, 1.99752], [-3.47191, -0.94302, 0.79289], [0.12038, -0.71982, -1.62795], [-0.01917, 1.92287, -0.25474], [2.53360, 0.78834, -0.50721]],
  "forces_ev_per_angstrom": [[0.4, 0.1, -0.2], [-0.4, 0.0, 0.2], [-0.3, -0.1, 0.0], [-0.1, -0.1, 0.1], [0.3, 0.1, 0.1], [0.0, -0.5, 0.7], [0.0, 0.6, -0.9], [0.2, 0.1, -0.1], [0.0, 0.1, 0.1], [0.1, -0.2, -0.1], [-0.2, 0.0, 0.1]],
  "spin_multiplicity": 1,
  "max_force_ev_per_a": 1.1,
  "homo_lumo_gap_ev": [7.567, 7.255],
  "homo_ev": [-8.465, -8.258],
  "charge": 0,
  "de_lowest_kcal_mol": 108.6
}

=====

[5]
{
  "formula": "C5H4N2",
  "method": "wB97M-V/def2-TZVPD",
  "species": ["C", "C", "C", "N", "C", "C", "N", "H", "H", "H", "H"],
  "xyz": [[1.98107, 0.05049, -0.22246], [1.40837, 0.75371, 0.76248], [0.41473, -0.11809, 0.12744], [-0.49856, -1.07210, 0.60005], [-0.96553, -0.08075, -0.40400], [-1.81495, 1.01890, 0.01295], [-2.52386, 1.87257, 0.33879], [2.89886, -0.46607, -0.48729], [1.13149, -0.57341, -0.92191], [-0.79014, -0.86722, 1.55428], [-1.24148, -0.51801, -1.36033]],
  "forces_ev_per_angstrom": [[0.3, 0.2, 0.2], [0.1, -0.3, -0.4], [-0.3, 0.1, 0.2], [0.0, -0.1, 0.2], [-0.1, 0.1, -0.2], [-0.6, 0.7, 0.3], [0.7, -0.8, -0.3], [-0.1, 0.1, 0.0], [0.0, 0.0, -0.1], [0.0, 0.0, -0.1], [0.1, 0.1, 0.1]],
  "spin_multiplicity": 1,
  "max_force_ev_per_a": 1.1,
  "homo_lumo_gap_ev": 10.356,
  "homo_ev": -9.807,
  "charge": 0,
  "de_lowest_kcal_mol": 159.6
}

=====

[6]
{
  "formula": "C5H4N2",
  "method": "wB97M-V/def2-TZVPD",
  "species": ["C", "C", "C", "C", "N", "N", "C", "H", "H", "H", "H"],
  "xyz": [[2.50820, -0.67946, 0.13723], [1.54566, 0.02884, 0.01089], [0.23516, 0.28715, 0.15767], [-0.63760, -0.72265, 0.45626], [-1.75309, -0.21899, -0.08277], [-1.67859, 1.09927, -0.56018], [-0.40189, 1.35978, -0.44426], [3.46881, -1.05590, 0.12293], [-0.69975, -1.67344, 0.98446], [-2.61848, -0.71183, 0.00645], [0.03158, 2.28723, -0.78870]],
  "forces_ev_per_angstrom": [[0.3, 1.0, -0.5], [3.3, -1.5, 1.3], [0.3, 0.5, 0.1], [-1.6, 1.2, -0.9], [-1.7, 1.1, 0.3], [-0.9, -2.2, 0.2], [-0.9, 0.0, 0.1], [1.2, -0.7, 0.1], [0.7, 0.3, -0.4], [-0.7, 0.5, -0.2], [-0.1, -0.1, 0.0]],
  "smiles": "C#Cc1cn[nH]c1",
  "spin_multiplicity": 1,
  "max_force_ev_per_a": 3.9,
  "homo_lumo_gap_ev": 9.319,
  "homo_ev": -8.458,
  "charge": 0,
  "de_lowest_kcal_mol": 70.1
}

=====

[7]
{
  "formula": "C5H4N2NdO5",
  "method": "wB97M-V/def2-TZVPD",
  "species": ["Nd", "O", "C", "C", "O", "C", "O", "C", "O", "N", "C", "N", "O", "H", "H", "H", "H"],
  "xyz": [[0.00098, -0.00287, -1.26977], [-0.56699, 3.22183, -1.48363], [-0.36214, 2.05877, -1.50228], [1.96124, -0.71463, -1.50500], [3.07392, -1.11938, -1.48500], [-1.59921, -1.34245, -1.50282], [-2.50580, -2.10259, -1.48235], [-0.00081, 0.00043, -3.52452], [-0.00078, 0.00089, -4.68276], [1.17933, -0.00768, 2.48423], [-0.00024, 0.00017, 1.93760], [-1.17885, 0.00825, 2.48453], [-0.00053, 0.00028, 0.67635], [1.19785, -0.00824, 3.47359], [2.03966, -0.01421, 1.95390], [-2.03945, 0.01344, 1.95414], [-1.19818, 0.00798, 3.47378]],
  "forces_ev_per_angstrom": [[0.0, 0.1, 3.3], [1.3, -7.6, -0.2], [-2.7, 15.0, -0.6], [14.6, -5.3, -0.8], [-7.4, 2.7, -0.2], [-12.0, -10.0, -0.8], [6.0, 5.0, -0.2], [0.2, 0.1, -11.3], [0.0, 0.0, 5.5], [-0.4, 0.0, 0.8], [0.0, 0.0, 1.4], [0.3, 0.0, 0.8], [0.0, 0.0, -0.7], [0.7, 0.0, 1.2], [-0.1, 0.0, 0.2], [0.1, 0.0, 0.2], [-0.7, 0.0, 1.2]],
  "spin_multiplicity": 4,
  "max_force_ev_per_a": 15.7,
  "homo_lumo_gap_ev": [7.526, 7.629],
  "homo_ev": [-22.464, -22.470],
  "charge": 3,
  "de_lowest_kcal_mol": 109.8
}

=====

[8]
{
  "formula": "C5H4N2O",
  "method": "wB97M-V/def2-TZVPD",
  "species": ["C", "C", "C", "C", "C", "H", "H", "H", "H", "N", "N", "O"],
  "xyz": [[1.96064, 1.12031, -0.84436], [1.11984, 0.26700, -0.29999], [-0.97865, -0.20167, 0.49482], [-2.42252, 0.06438, 0.14981], [-0.79131, -1.65026, 0.73991], [3.03123, 1.02974, -0.71420], [1.60429, 1.91860, -1.49856], [1.59071, -0.58119, 0.21637], [-0.78713, 0.24639, 1.50236], [-3.53748, 0.27371, -0.12626], [-0.58166, -2.77925, 0.94669], [-0.20798, 0.29224, -0.56658]],
  "forces_ev_per_angstrom": [[-0.2, 0.9, -0.7], [2.1, -0.5, -0.2], [-1.4, 0.0, 0.5], [-1.6, 0.3, -0.4], [0.5, -2.5, 0.1], [-0.2, -0.1, 0.1], [0.1, -0.1, 0.3], [-0.9, 0.1, 0.2], [0.1, 0.3, -0.9], [2.5, -0.5, 0.7], [-0.5, 2.4, -0.4], [-0.6, -0.1, 0.6]],
  "smiles": "C=COC(C#N)C#N",
  "spin_multiplicity": 1,
  "max_force_ev_per_a": 2.7,
  "homo_lumo_gap_ev": 10.795,
  "homo_ev": -10.312,
  "charge": 0,
  "de_lowest_kcal_mol": 46.9
}

=====

[9]
{
  "formula": "C5H4N2O2",
  "method": "wB97M-V/def2-TZVPD",
  "species": ["C", "C", "C", "C", "C", "H", "H", "H", "H", "N", "N", "O", "O"],
  "xyz": [[-2.37342, 0.93542, -0.11010], [0.12310, 0.04276, 0.28735], [1.34742, 0.30443, 0.83073], [1.79972, -1.51537, -0.33313], [0.40932, -1.07692, -0.71515], [-2.87630, -0.28558, -0.25668], [-0.66590, 1.88056, 0.80456], [1.92740, 1.04839, 1.33183], [2.32144, -2.27140, -0.86132], [-0.86751, 1.02320, 0.18873], [2.33015, -0.71046, 0.41631], [-3.00774, 2.04250, -0.04313], [-0.46768, -1.41753, -1.54001]],
  "forces_ev_per_angstrom": [[-0.3, 2.0, 1.4], [1.9, 2.0, -0.1], [0.1, -1.7, -1.0], [-1.3, -1.4, -3.3], [-4.8, -0.4, -0.7], [1.7, 3.9, 0.1], [-0.7, -1.7, -1.6], [-1.0, 0.9, 0.6], [0.4, -0.9, -0.2], [-3.1, 0.7, 0.8], [1.0, 1.7, 2.5], [2.7, -5.7, -0.6], [3.4, 0.5, 2.0]],
  "smiles": "O=CNC1=CN=CC1=O",
  "spin_multiplicity": 1,
  "max_force_ev_per_a": 6.3,
  "homo_lumo_gap_ev": 7.524,
  "homo_ev": -9.089,
  "charge": 0,
  "de_lowest_kcal_mol": 89.8
}

=====

[10]
{
  "formula": "C5H4N2O2S",
  "method": "wB97M-V/def2-TZVPD",
  "species": ["C", "C", "C", "C", "C", "H", "H", "H", "H", "N", "N", "O", "O", "S"],
  "xyz": [[2.15891, -0.62737, 0.04167], [0.85384, -0.11434, -0.03876], [-0.38779, -0.67007, -0.21201], [-1.62563, -0.02656, -0.07694], [-0.32009, 1.91664, -0.38296], [2.86955, 0.65909, 1.38505], [-0.39626, -1.78646, -0.22917], [-0.25977, 3.08141, -0.58397], [1.75261, 1.86588, 0.46596], [-1.44872, 1.37838, -0.40206], [0.87292, 1.32683, 0.18722], [3.06687, 0.13148, 0.62914], [2.49878, -1.64436, -0.67081], [-3.03351, -0.84519, 0.30084]],
  "forces_ev_per_angstrom": [[2.6, -5.7, -4.1], [-3.4, 4.1, 1.3], [2.9, -3.5, 0.6], [-0.7, 1.7, -0.4], [2.7, 3.3, 2.3], [-0.8, 0.2, 0.9], [0.0, 1.0, -0.3], [0.1, -2.5, 0.2], [-2.2, -1.0, -1.4], [-2.2, -1.9, -0.3], [-1.3, -0.2, -1.5], [2.1, -0.9, -0.5], [-1.2, 4.2, 3.5], [1.3, 1.3, -0.4]],
  "smiles": "O=C(O)c1cc(=S)nc[nH]1",
  "spin_multiplicity": 1,
  "max_force_ev_per_a": 7.5,
  "homo_lumo_gap_ev": 7.329,
  "homo_ev": -8.807,
  "charge": 0,
  "de_lowest_kcal_mol": 41.5
}

=====

Q: Number 8 is which compound?
A: C5H4N2O